Record 1
ORCA calculation (wB97M-V/def2-TZVPD) on the molecule C19H18ClN3O2S at a distorted geometry.

The geometry in XYZ format:
```
44
Properties=species:S:1:pos:R:3:forces:R:3
Cl -2.76035 -1.87387 0.80225 -0.03 -0.18 0.26
S -0.71657 2.21137 1.90526 -0.28 0.79 0.00
O -1.00767 -0.45348 -2.16067 -0.23 -0.32 -0.41
O 0.65102 -1.95050 3.59290 -0.04 -0.25 0.06
N -0.05224 -0.87043 1.79222 -0.27 -0.45 0.07
N -0.99696 0.91419 -0.39761 0.72 1.90 0.18
N 0.01957 3.05223 -0.53933 -0.95 -0.02 0.13
C -0.54863 2.11375 0.14960 0.24 -0.70 -1.24
C 0.03424 2.95116 -1.93669 0.30 -0.97 -0.30
C -0.06628 -2.01305 2.43011 0.47 1.34 -1.02
C -0.39959 1.67875 -4.07895 -0.24 0.30 -0.11
C 0.67584 2.57702 -4.67986 -0.57 0.49 -0.46
C -0.45873 -5.69544 1.70403 -1.69 0.58 -1.03
C 1.95000 -0.07306 4.74505 1.28 -1.06 -0.03
C 0.72051 4.11854 -2.66630 -0.65 -0.30 -0.39
C 1.11559 -0.66250 3.66612 -0.18 1.23 -1.19
C -0.41534 1.81652 -2.58641 -0.05 1.06 1.32
C 0.88619 1.49070 2.27798 -0.74 -1.63 -0.05
C 0.54530 4.02367 -4.20879 -0.85 -0.38 0.97
C -1.69709 -5.74401 0.99122 0.57 1.99 0.67
C 0.06358 -4.47987 2.13396 -0.29 -0.26 0.19
C -2.39028 -4.53861 0.73821 0.64 0.08 0.71
C -1.87220 -3.30220 1.21464 0.52 -1.24 -0.63
C -0.85182 0.67762 -1.74304 0.44 -0.06 -1.03
C 0.68057 0.00562 2.56442 0.61 -0.15 0.74
C -0.63149 -3.27244 1.88395 -0.01 -0.13 0.96
H 1.78361 4.10148 -2.40834 -0.08 0.02 0.15
H 0.62422 2.51755 -5.77829 0.08 0.05 0.30
H -1.42045 1.93240 -4.48523 0.93 -0.35 0.25
H 0.00933 -6.63738 1.86800 0.61 -0.35 0.32
H -0.14151 0.65817 -4.34422 -0.40 -0.27 0.04
H 2.62922 0.72171 4.35453 -0.65 -0.69 0.07
H 0.99430 -4.47980 2.73160 -0.63 0.21 -0.53
H 2.61603 -0.86830 5.14699 -0.46 0.61 0.13
H 0.29600 5.07829 -2.32103 0.26 -0.46 0.10
H 1.34561 0.37198 5.51553 -0.19 0.00 0.56
H -1.00218 0.08211 0.18491 -0.32 -0.09 0.36
H -2.12731 -6.67701 0.67600 0.03 -0.22 -0.10
H 1.64948 2.21205 -4.37330 0.31 -0.19 0.02
H 1.53643 1.68953 1.45101 0.39 -0.03 -0.57
H 1.24357 4.64708 -4.72458 0.61 0.49 -0.18
H -0.44972 4.43959 -4.43156 0.13 -0.32 -0.17
H 1.29616 2.01271 3.11344 0.19 0.15 0.72
H -3.36001 -4.50384 0.23025 0.49 -0.18 0.13
```
Forces are in eV/Å.

Orbital gap (Eh): 0.3254
E (hartree): -1907.97476
E_LUMO (hartree): 0.0136
Net charge: 0
HOMO energy (eV): -8.49
Structure (SMILES): Cc1oc(-c2ccccc2Cl)nc1CSc1nc2c(c(=O)[nH]1)CCCC2
Energy relative to the best compared isomer or geometry (same formula, charge and spin) (kcal/mol): 24.7

***

Record 2
ORCA calculation (wB97M-V/def2-TZVPD) on a structure of composition C51H44BrGeN4NaO3Si at a distorted geometry.

The geometry in XYZ format:
```
106
Properties=species:S:1:pos:R:3:forces:R:3
Br -4.74568 3.57324 4.02229 0.00 -0.04 -0.04
Ge -6.81434 0.02963 -0.45355 -0.46 0.47 0.08
Si 0.03957 -3.22095 -0.00534 0.15 0.01 0.11
Na -0.38790 0.32792 -0.50134 1.21 -0.61 -0.87
O -4.24390 -1.20646 -1.23256 0.05 0.16 0.00
O -0.35864 2.22395 0.13017 -0.28 1.36 0.38
O -2.26541 -0.39353 -0.56123 -1.30 -0.18 -0.18
N 0.01924 -0.13867 1.62852 -0.14 0.28 0.32
N -0.39795 0.75753 -3.02730 0.08 -0.09 -0.19
N 1.69321 -1.03027 -0.29063 0.22 0.35 -0.17
N 0.51344 -0.42869 -8.17534 0.04 -0.04 -0.27
C 1.04972 -1.62267 3.23425 -0.22 0.31 -0.34
C -7.49192 1.16598 1.04793 0.13 -0.07 -0.04
C -0.34159 -2.71230 -1.78151 -0.24 0.00 0.01
C 2.63893 -2.77606 1.21941 0.20 0.14 -0.18
C -6.67023 -1.75941 0.35322 0.41 0.23 -0.30
C -5.62726 -3.23781 1.95794 0.00 -0.03 0.05
C 2.60278 -1.37964 -1.14306 -0.06 -0.22 0.21
C 3.52498 -3.12045 0.21746 -0.08 0.14 0.12
C -1.64062 1.57213 2.05166 -0.20 0.20 -0.19
C -7.19289 -4.11917 0.36517 -0.03 -0.02 0.03
C 0.77437 1.01867 -3.59914 -0.04 0.09 0.23
C -3.48417 -0.28583 -0.85336 -0.14 -0.31 -0.14
C -8.47064 0.46059 -2.90481 0.08 -0.04 0.03
C 3.43129 -2.53165 -1.04426 -0.07 -0.12 -0.25
C -8.44175 2.85500 3.08550 0.00 -0.04 -0.01
C -10.84146 -0.38560 -1.74961 -0.02 0.01 -0.02
C -8.13151 1.53200 3.36059 -0.03 0.03 0.02
C -2.67657 1.92652 2.92696 0.11 -0.05 -0.14
C -2.15013 3.59751 0.78337 -0.01 0.05 0.05
C 1.13541 -5.69212 1.04965 -0.04 0.06 0.04
C -1.52412 -3.22081 1.04391 -0.10 0.13 -0.05
C -6.32599 -4.31728 1.42914 -0.02 0.05 -0.01
C 0.35318 -5.82524 -1.20157 0.04 0.08 -0.02
C -1.17019 -0.11553 -5.11273 0.05 -0.07 -0.33
C 1.05705 0.73417 -4.92249 0.09 -0.04 -0.29
C -1.34528 0.19876 -3.77637 -0.15 0.02 0.26
C 0.57524 -5.04955 -0.05956 -0.02 0.02 -0.06
C 0.69068 -7.17229 -1.24830 0.00 -0.06 0.03
C -3.39915 3.08131 2.75022 -0.18 0.11 0.09
C -7.82570 2.49775 0.79006 0.00 -0.05 -0.02
C -8.44896 -0.00860 -1.59306 0.16 -0.04 0.06
C -9.65624 -0.42799 -1.02935 0.00 0.02 -0.02
C 0.06191 0.15103 -5.70342 -0.10 0.14 0.63
C 1.40382 -2.00079 0.78240 -0.43 -0.43 -0.26
C 2.01019 -2.63814 3.55556 0.16 -0.38 0.03
C -7.35958 -2.84672 -0.17117 -0.04 0.04 0.01
C -7.66605 0.69821 2.35030 -0.03 0.01 -0.08
C 0.30900 -0.17140 -7.07628 -0.01 -0.01 0.02
C 2.80963 -3.14484 2.57138 -0.12 0.15 0.24
C -4.10073 1.12888 -0.76344 -0.06 -0.30 0.05
C -0.95224 0.32357 2.31574 0.21 -0.43 0.18
C -8.29404 3.33586 1.79139 -0.01 0.02 0.00
C -9.65393 0.50933 -3.63412 -0.05 0.00 -0.01
C 1.25924 -7.78387 -0.13888 -0.03 0.04 0.01
C -10.84284 0.08508 -3.05799 0.05 0.00 0.01
C -5.49999 1.19900 -1.37438 0.15 -0.54 0.20
C -5.79833 -1.97158 1.42275 0.03 0.01 -0.08
C -3.15257 3.92232 1.66257 0.12 -0.15 -0.01
C 0.77597 -1.24667 1.95635 0.34 -0.37 0.53
C 1.47415 -7.03856 1.01417 0.01 -0.04 -0.06
C -1.31153 2.43782 0.93249 0.15 0.20 0.20
H -7.44154 -0.33673 2.57894 0.03 0.02 0.04
H -5.21829 -1.14283 1.81784 0.01 -0.06 0.00
H 1.90813 -7.51472 1.88682 0.01 0.04 0.01
H -8.78660 3.51094 3.87632 0.01 0.00 -0.01
H -1.34116 -0.24850 3.17477 0.03 0.05 0.08
H -8.53208 4.36984 1.56757 0.00 -0.02 -0.01
H -1.95694 4.22286 -0.08210 0.04 0.00 0.04
H -1.96414 -0.56900 -5.68968 -0.03 -0.02 0.07
H -3.40020 1.79777 -1.26830 -0.06 0.16 0.06
H -1.31189 -3.12481 -2.08324 0.07 0.06 -0.01
H -11.76933 -0.71090 -1.29250 0.02 -0.01 0.01
H -8.02334 -2.70238 -1.01737 0.02 -0.05 0.02
H -6.17753 -5.31100 1.83504 -0.01 0.01 0.00
H -4.12269 1.42740 0.29016 0.12 0.07 -0.03
H -7.54601 0.79554 -3.36398 -0.06 0.00 -0.01
H -8.23652 1.15149 4.37033 0.00 -0.01 -0.02
H -1.79124 -2.19521 1.31060 -0.03 -0.08 -0.01
H 4.34095 -3.80541 0.44009 -0.02 -0.01 0.04
H -2.36541 -3.62778 0.47296 0.06 0.00 0.01
H -7.72932 2.88289 -0.22100 0.02 0.05 0.05
H -9.66317 -0.78428 -0.00331 -0.04 0.01 -0.02
H 2.02647 0.95342 -5.34777 0.02 0.00 0.05
H -5.91165 2.21074 -1.31634 0.00 -0.03 0.00
H -0.42157 -1.62542 -1.85393 -0.03 -0.29 -0.02
H 2.77286 -0.68401 -1.97144 0.01 -0.05 0.02
H 1.52518 -8.83530 -0.16848 0.00 0.02 0.00
H 0.43431 -3.04317 -2.47760 0.04 -0.01 0.10
H -5.44282 0.90150 -2.42443 -0.11 -0.01 0.03
H -2.90942 1.26863 3.75686 0.03 -0.01 0.03
H -3.75453 4.81076 1.51680 0.00 0.01 0.00
H 4.11815 -2.78123 -1.84407 0.03 0.06 0.05
H -0.09435 -5.36276 -2.07661 0.05 -0.05 0.03
H 2.16776 -2.91502 4.59232 0.02 0.03 -0.02
H -11.76680 0.12283 -3.62358 0.01 0.00 0.01
H 0.59410 -1.06349 4.04601 0.03 0.03 -0.02
H -2.28001 -0.01839 -3.26736 0.04 -0.06 -0.03
H -4.92984 -3.39038 2.77310 0.01 0.02 -0.03
H -1.40192 -3.81203 1.95666 0.09 0.04 -0.03
H 3.62845 -3.81446 2.82525 -0.01 -0.02 -0.04
H 0.50644 -7.75043 -2.14784 0.00 0.03 0.00
H 1.51591 1.47769 -2.95330 0.02 -0.05 -0.05
H -7.73314 -4.95906 -0.05811 0.02 0.02 -0.01
H 1.31115 -5.12322 1.95744 -0.01 -0.05 -0.01
H -9.65098 0.88232 -4.65248 0.02 -0.01 0.02
```
Forces are in eV/Å.

Orbital gap (Eh): 0.1427
E (hartree): -7517.42377
E_LUMO (hartree): 0.1271
Net charge: -2
HOMO energy (eV): -0.42
Energy relative to the best compared isomer or geometry (same formula, charge and spin) (kcal/mol): 63.3

***

Record 3
ORCA calculation (wB97M-V/def2-TZVPD) on the molecule C6H10O.

The geometry in XYZ format:
```
17
Properties=species:S:1:pos:R:3:forces:R:3
O 1.62588 -0.78148 1.30108 0.11 -0.11 0.22
C -0.68119 1.16775 0.04980 -0.11 0.18 0.04
C 0.18328 0.73931 -2.34679 -0.02 0.00 -0.04
C -0.48864 -1.48830 2.14357 0.02 0.02 -0.04
C -0.30603 -0.29126 -0.01234 -0.04 -0.19 -0.05
C 0.27287 -0.90883 1.21383 -0.35 -0.01 0.06
C 0.42679 0.71722 -0.85186 0.09 0.02 -0.05
H 1.43275 0.96048 -0.51746 -0.16 -0.04 -0.11
H -0.41912 1.69139 0.96556 -0.06 -0.07 -0.17
H 0.23396 1.76283 -2.73462 0.03 -0.12 0.06
H 1.89683 -1.14133 2.15688 0.07 0.07 -0.15
H -1.56437 -1.48736 2.02323 0.10 -0.06 -0.04
H -1.62549 1.46259 -0.39800 0.13 0.01 0.03
H 0.90481 0.13370 -2.90575 -0.06 0.05 0.17
H -0.98194 -0.94629 -0.55573 0.01 0.12 0.12
H -0.09269 -1.94345 3.04647 0.08 0.07 -0.13
H -0.81770 0.35302 -2.57788 0.15 0.07 0.07
```
Forces are in eV/Å.

Orbital gap (Eh): 0.3515
E (hartree): -309.80738
E_LUMO (hartree): 0.0342
Net charge: 0
HOMO energy (eV): -8.63
Structure (SMILES): C=C(O)[C@H]1C[C@@H]1C
Energy relative to the best compared isomer or geometry (same formula, charge and spin) (kcal/mol): 22.0